[1]
A structure of composition C25H22AgCl2N3O4. Source: the OMol25 dataset; level of theory: ωB97M-V/def2-TZVPD.

The geometry in XYZ format:
```
57
C25H22AgCl2N3O4 | the OMol25 dataset | ωB97M-V/def2-TZVPD
Ag 0.1626 -0.1720 -0.3798
C -0.6822 -3.6034 -0.4421
C -0.8818 -3.4380 1.0365
C -1.8964 -4.1225 1.6912
C -2.0668 -4.0221 3.0642
C -1.1913 -3.2374 3.7979
C -0.1624 -2.5412 3.1793
C 0.7945 -1.6994 3.9749
C -0.0097 -2.6123 1.7802
N 0.9328 -1.8134 1.1391
C 2.2362 -2.0159 1.2583
O 2.8240 -2.9718 1.8042
C 3.0595 -0.8695 0.7056
C 4.2800 -0.5500 1.2883
C 4.9503 0.5816 0.8496
C 4.3612 1.3767 -0.1227
C 3.1257 1.0003 -0.6331
N 2.5283 -0.1299 -0.2636
C 2.3351 1.9704 -1.4976
O 2.9504 2.8205 -2.1734
N 1.0350 1.8319 -1.2948
C 0.0646 2.6411 -1.8843
C -0.1173 2.7212 -3.2766
C 0.7676 1.9308 -4.1960
C -1.1575 3.4895 -3.7830
C -2.0158 4.1838 -2.9476
C -1.8434 4.0979 -1.5752
C -0.8247 3.3312 -1.0310
C -0.6718 3.2064 0.4579
H -1.4509 -4.2458 -0.8728
H 0.3024 -4.0299 -0.6508
H -0.7262 -2.6382 -0.9466
H -2.5689 -4.7476 1.1125
H -2.8715 -4.5590 3.5536
H -1.3162 -3.1529 4.8735
H 0.5010 -1.6586 5.0259
H 0.8383 -0.6837 3.5731
H 1.7986 -2.1226 3.8967
H 4.6718 -1.1910 2.0663
H 5.9001 0.8648 1.2892
H 4.8134 2.2901 -0.4845
H 0.6899 0.8632 -3.9692
H 1.8100 2.2197 -4.0550
H 0.4815 2.0906 -5.2376
H -1.3104 3.5267 -4.8574
H -2.8327 4.7644 -3.3608
H -2.5233 4.6237 -0.9124
H -1.4550 3.7564 0.9819
H 0.3034 3.5690 0.7910
H -0.7308 2.1541 0.7505
Cl -5.3570 -1.8501 -0.3260
C -4.1301 -0.6246 0.0691
Cl -4.9105 0.7957 0.8060
C -3.3054 -0.1953 -1.2267
O -3.9611 0.1659 -2.1963
O -2.0753 -0.3140 -1.0347
H -3.4717 -1.0555 0.8152
```

Gap between HOMO and LUMO, Ha: 0.252
ΔE to the lowest compared entry with this formula, charge and spin, kcal/mol: 0.00
E_tot, eV: -67990.5883
Highest occupied orbital energy, Ha: -0.079
M, g/mol: 607.24
Net charge: -2
Multiplicity: 1

[2]
A structure of composition C25H22AsClN3O8SW. Source: the OMol25 dataset; level of theory: ωB97M-V/def2-TZVPD.

The geometry in XYZ format:
```
62
C25H22AsClN3O8SW | the OMol25 dataset | ωB97M-V/def2-TZVPD
W 0.3184 -0.2304 0.7374
Cl -5.9522 -1.5946 4.4451
C -4.3570 -1.3737 3.8168
C -3.3147 -2.1869 4.2700
C -2.0394 -2.0226 3.7777
C -1.7676 -1.0468 2.8108
O -0.5210 -0.9416 2.3717
C -2.8151 -0.2263 2.3636
C -2.6132 0.8241 1.4050
N -1.5315 1.0443 0.7515
C -1.4814 2.1262 -0.1679
C -2.2027 3.2846 -0.0807
C -2.1385 4.2326 -1.1236
C -1.3703 4.0078 -2.2297
C -0.5836 2.8355 -2.3226
C 0.2463 2.5189 -3.4232
C 0.9848 1.3715 -3.4066
C 0.9607 0.5504 -2.2664
N 0.1941 0.8221 -1.2304
C -0.6148 1.9210 -1.2604
C -4.1096 -0.3983 2.8849
H -3.5178 -2.9431 5.0163
H -1.2210 -2.6365 4.1286
H -3.4691 1.4690 1.2134
H -2.8128 3.4902 0.7889
H -2.7131 5.1444 -1.0388
H -1.3385 4.7280 -3.0367
H 0.2883 3.1947 -4.2684
H 1.6208 1.0953 -4.2346
H 1.5842 -0.3298 -2.1902
H -4.9135 0.2444 2.5485
O 0.7443 1.4162 1.5290
As 2.5944 -0.5177 1.6629
O 3.2070 0.8229 2.3764
O 2.1373 -0.2382 -0.0347
C 3.5973 -2.1196 1.8300
C 4.3249 -2.2956 3.0020
C 5.0581 -3.4576 3.1802
C 5.0630 -4.4289 2.1891
C 4.3457 -4.2498 1.0149
C 3.6099 -3.0917 0.8330
S 1.3317 -3.2054 -0.4496
O 2.9701 -2.8723 -0.3648
O 0.7877 -2.3318 0.7129
O 0.9896 -2.6000 -1.7224
H 1.6476 1.5726 1.9274
H 4.3277 -1.5177 3.7552
H 5.6315 -3.5993 4.0856
H 5.6403 -5.3336 2.3249
H 4.3622 -4.9873 0.2239
C -2.9403 -2.4246 -2.2072
N -2.6064 -2.9799 -0.9015
C -3.1834 -4.2749 -0.5639
C -1.7874 -2.3741 -0.0808
O -1.2840 -1.2482 -0.3294
H -2.6844 -3.1512 -2.9773
H -2.3754 -1.5125 -2.3666
H -4.0089 -2.2153 -2.2545
H -4.2707 -4.2070 -0.5709
H -2.8509 -4.5799 0.4254
H -2.8676 -5.0187 -1.2946
H -1.5485 -2.9013 0.8422
```

Gap between HOMO and LUMO, Ha: 0.271
ΔE to the lowest compared entry with this formula, charge and spin, kcal/mol: 1.09
E_tot, eV: -133150.8210
Highest occupied orbital energy, Ha: -0.409
M, g/mol: 818.75
Net charge: +1
Multiplicity: 1

[3]
A structure of composition C25H22Br2N3O2V. Source: the OMol25 dataset; level of theory: ωB97M-V/def2-TZVPD.

The geometry in XYZ format:
```
55
C25H22Br2N3O2V | the OMol25 dataset | ωB97M-V/def2-TZVPD
V 0.4294 0.3017 0.0881
Br -6.4479 1.8341 2.6477
C -4.6604 1.7779 2.0291
C -4.0786 2.9323 1.4790
C -2.7818 2.9082 1.0422
C -1.9873 1.7361 1.1058
O -0.7556 1.7895 0.6956
C -2.6035 0.5702 1.6453
C -1.9005 -0.6610 1.8168
N -0.7766 -0.9693 1.2548
C -0.0962 -2.1403 1.6580
C -0.6717 -3.3405 1.9779
C 0.1236 -4.4249 2.4034
C 1.4799 -4.3042 2.5067
C 2.1083 -3.0861 2.1570
C 3.5029 -2.8741 2.2350
C 4.0293 -1.6682 1.8641
C 3.1701 -0.6691 1.3826
N 1.8638 -0.8201 1.2969
C 1.3185 -2.0104 1.7082
C -3.9329 0.6304 2.1248
H -4.6608 3.8415 1.4116
H -2.3204 3.7984 0.6348
H -2.3485 -1.3747 2.5112
H -1.7443 -3.4618 1.8964
H -0.3554 -5.3616 2.6535
H 2.0875 -5.1327 2.8461
H 4.1416 -3.6723 2.5925
H 5.0907 -1.4750 1.9237
H 3.5681 0.2869 1.0638
H -4.3743 -0.2568 2.5626
Br 4.6449 4.8228 -2.8736
C 3.5256 3.5514 -2.0658
C 2.3845 3.9520 -1.3915
C 1.5885 2.9814 -0.8115
N 1.8779 1.6741 -0.8736
C 2.9838 1.3065 -1.5327
C 3.8378 2.2026 -2.1433
H 2.1185 4.9962 -1.3173
H 0.6865 3.2401 -0.2720
H 3.1907 0.2429 -1.5754
H 4.7186 1.8601 -2.6661
C -2.3694 -0.9030 -2.9139
C -1.1538 -0.8629 -3.8461
C -0.0284 -0.3286 -2.9534
O -0.6652 0.1821 -1.7606
C -2.0903 0.2531 -1.9753
H -2.4024 -1.8384 -2.3536
H -3.3112 -0.7835 -3.4455
H -1.3336 -0.1809 -4.6763
H -0.9111 -1.8389 -4.2600
H 0.5302 0.4805 -3.4261
H 0.6707 -1.1093 -2.6445
H -2.3323 1.2167 -2.4309
H -2.5774 0.1787 -1.0062
```

Gap between HOMO and LUMO (spin up / spin down), Ha: 0.237 / 0.256
ΔE to the lowest compared entry with this formula, charge and spin, kcal/mol: 0.45
E_tot, eV: -200617.0515
Highest occupied orbital energy (spin up / spin down), Ha: -0.360 / -0.379
M, g/mol: 607.22
Net charge: +1
Multiplicity: 4

[4]
A structure of composition C25H22Br2N3O2V. Source: the OMol25 dataset; level of theory: ωB97M-V/def2-TZVPD.

The geometry in XYZ format:
```
55
C25H22Br2N3O2V | the OMol25 dataset | ωB97M-V/def2-TZVPD
V 0.5375 0.1372 -0.5553
Br -4.5727 3.7217 3.4763
C -3.1936 3.1329 2.3398
C -2.5319 4.0555 1.5102
C -1.5250 3.6539 0.6760
C -1.1077 2.3018 0.6108
O -0.1482 1.9811 -0.2040
C -1.7847 1.3674 1.4524
C -1.5250 -0.0439 1.5289
N -0.6567 -0.7122 0.8391
C -0.4417 -2.1183 0.9950
C -1.0138 -2.9003 1.9576
C -0.7562 -4.2891 2.0171
C 0.0687 -4.8801 1.1101
C 0.6904 -4.0968 0.1056
C 1.5477 -4.6643 -0.8671
C 2.1139 -3.8710 -1.8154
C 1.8382 -2.4901 -1.7826
N 1.0590 -1.9188 -0.8958
C 0.4555 -2.7143 0.0537
C -2.8239 1.8225 2.3074
H -2.8248 5.0975 1.5363
H -1.0085 4.3630 0.0428
H -2.1446 -0.5840 2.2440
H -1.6789 -2.4705 2.6939
H -1.2284 -4.8795 2.7904
H 0.2612 -5.9447 1.1441
H 1.7394 -5.7302 -0.8439
H 2.7684 -4.2643 -2.5795
H 2.2918 -1.8344 -2.5183
H -3.3291 1.1047 2.9422
Br 6.0018 2.2203 2.7160
C 4.4840 1.5278 1.8787
C 4.3747 1.5672 0.4963
C 3.2329 1.0382 -0.0689
N 2.2290 0.5087 0.6369
C 2.3508 0.4845 1.9666
C 3.4603 0.9748 2.6299
H 5.1482 1.9932 -0.1251
H 3.1232 1.0523 -1.1505
H 1.5186 0.0593 2.5131
H 3.5085 0.9292 3.7080
C -2.4832 1.7580 -2.7377
C -1.1129 2.0637 -3.3656
C -0.4511 0.7031 -3.4202
O -0.9022 0.0368 -2.2203
C -2.2983 0.4054 -2.0427
H -3.2602 1.6926 -3.4977
H -2.7746 2.5315 -2.0295
H -0.5406 2.7182 -2.7104
H -1.1923 2.5252 -4.3479
H 0.6425 0.7246 -3.3954
H -0.7514 0.1039 -4.2834
H -2.4823 0.4337 -0.9725
H -2.9020 -0.3845 -2.4897
```

Gap between HOMO and LUMO (spin up / spin down), Ha: 0.237 / 0.256
ΔE to the lowest compared entry with this formula, charge and spin, kcal/mol: 0.00
E_tot, eV: -200617.0711
Highest occupied orbital energy (spin up / spin down), Ha: -0.363 / -0.380
M, g/mol: 607.22
Net charge: +1
Multiplicity: 4

Repeat the fourth record exactly.
A structure of composition C25H22Br2N3O2V. Source: the OMol25 dataset; level of theory: ωB97M-V/def2-TZVPD.

The geometry in XYZ format:
```
55
C25H22Br2N3O2V | the OMol25 dataset | ωB97M-V/def2-TZVPD
V 0.5375 0.1372 -0.5553
Br -4.5727 3.7217 3.4763
C -3.1936 3.1329 2.3398
C -2.5319 4.0555 1.5102
C -1.5250 3.6539 0.6760
C -1.1077 2.3018 0.6108
O -0.1482 1.9811 -0.2040
C -1.7847 1.3674 1.4524
C -1.5250 -0.0439 1.5289
N -0.6567 -0.7122 0.8391
C -0.4417 -2.1183 0.9950
C -1.0138 -2.9003 1.9576
C -0.7562 -4.2891 2.0171
C 0.0687 -4.8801 1.1101
C 0.6904 -4.0968 0.1056
C 1.5477 -4.6643 -0.8671
C 2.1139 -3.8710 -1.8154
C 1.8382 -2.4901 -1.7826
N 1.0590 -1.9188 -0.8958
C 0.4555 -2.7143 0.0537
C -2.8239 1.8225 2.3074
H -2.8248 5.0975 1.5363
H -1.0085 4.3630 0.0428
H -2.1446 -0.5840 2.2440
H -1.6789 -2.4705 2.6939
H -1.2284 -4.8795 2.7904
H 0.2612 -5.9447 1.1441
H 1.7394 -5.7302 -0.8439
H 2.7684 -4.2643 -2.5795
H 2.2918 -1.8344 -2.5183
H -3.3291 1.1047 2.9422
Br 6.0018 2.2203 2.7160
C 4.4840 1.5278 1.8787
C 4.3747 1.5672 0.4963
C 3.2329 1.0382 -0.0689
N 2.2290 0.5087 0.6369
C 2.3508 0.4845 1.9666
C 3.4603 0.9748 2.6299
H 5.1482 1.9932 -0.1251
H 3.1232 1.0523 -1.1505
H 1.5186 0.0593 2.5131
H 3.5085 0.9292 3.7080
C -2.4832 1.7580 -2.7377
C -1.1129 2.0637 -3.3656
C -0.4511 0.7031 -3.4202
O -0.9022 0.0368 -2.2203
C -2.2983 0.4054 -2.0427
H -3.2602 1.6926 -3.4977
H -2.7746 2.5315 -2.0295
H -0.5406 2.7182 -2.7104
H -1.1923 2.5252 -4.3479
H 0.6425 0.7246 -3.3954
H -0.7514 0.1039 -4.2834
H -2.4823 0.4337 -0.9725
H -2.9020 -0.3845 -2.4897
```

Gap between HOMO and LUMO (spin up / spin down), Ha: 0.237 / 0.256
ΔE to the lowest compared entry with this formula, charge and spin, kcal/mol: 0.00
E_tot, eV: -200617.0711
Highest occupied orbital energy (spin up / spin down), Ha: -0.363 / -0.380
M, g/mol: 607.22
Net charge: +1
Multiplicity: 4